No. 1
DFT (wB97M-V/def2-TZVPD) results for a structure of composition C11H11ClN2O3S6W.

Last column: Mulliken spin population.
CARTESIAN COORDINATES (ANGSTROEM)
W -0.650 -0.059 0.937  1.04
O -0.352 -2.112 0.890  -0.02
N 0.761 -2.735 0.506  0.02
C 0.712 -4.066 0.313  0.00
C 1.847 -4.746 -0.031  0.00
C 3.048 -4.046 -0.163  0.00
C 3.069 -2.684 0.036  0.00
C 1.891 -2.018 0.367  0.00
S 1.777 -0.319 0.655  -0.03
H -0.255 -4.524 0.454  0.00
H 1.798 -5.813 -0.191  0.00
H 3.957 -4.571 -0.422  0.00
H 3.978 -2.109 -0.055  0.00
S -0.239 1.850 5.143  -0.01
C -0.376 1.238 3.665  0.03
S 0.333 1.866 2.196  -0.05
S -1.237 -0.254 3.234  -0.04
S -2.332 1.890 0.453  -0.03
C -1.228 2.923 -0.354  0.02
N -0.824 4.057 0.175  0.00
C 0.247 4.761 -0.524  0.00
C 0.091 4.381 -1.988  0.00
S -0.627 2.695 -1.958  0.01
H -1.024 4.260 1.146  0.00
H 1.210 4.425 -0.129  0.00
H 0.159 5.835 -0.375  0.00
H 1.040 4.348 -2.515  0.00
H -0.600 5.033 -2.518  0.00
Cl -3.053 -1.230 0.542  0.00
C -2.945 -1.470 -1.223  0.00
C -1.476 -1.307 -1.639  0.00
O -0.948 -2.027 -2.435  0.01
O -0.892 -0.298 -1.020  0.02
H -3.556 -0.710 -1.705  0.00
H -3.302 -2.464 -1.466  0.00

Values from the calculation:
Kohn-Sham gap (spin up / spin down)   6.63 / 6.58 eV
Total charge   +1
⟨S²⟩   0.7609
E_HOMO (spin up / spin down)   -0.41113 / -0.41200 hartree
E   -3677.236642 Ha
Spin multiplicity   2
Lowest unoccupied orbital energy (spin up / spin down)   -4.56 / -4.64 eV
Energy relative to the best compared isomer or geometry (same formula, charge and spin)   0.082 eV

***

No. 2
DFT (wB97M-V/def2-TZVPD) results for the molecule C11H11FN2.

Last column: natural (NBO) charge in e.
CARTESIAN COORDINATES (ANGSTROEM)
C -2.453 2.136 -1.849  0.06
C -1.263 1.345 -1.470  -0.12
C -1.686 0.280 -0.439  -0.42
C -0.456 -0.498 -0.004  0.00
C -0.628 -1.727 0.657  -0.18
C 0.402 -2.432 1.137  -0.17
C 1.644 -1.849 1.092  -0.19
C 1.876 -0.626 0.491  -0.13
C 0.766 0.045 -0.184  -0.04
C 0.945 1.412 -0.778  -0.24
C 2.664 -2.420 1.926  0.28
H -3.204 1.543 -2.340  0.18
H -2.137 3.011 -2.427  0.17
H -0.770 0.813 -2.308  0.18
H -2.552 -0.439 -0.849  0.21
H -1.958 0.777 0.524  0.25
H -1.642 -2.191 0.623  0.22
H 0.258 -3.377 1.708  0.23
H 2.973 -0.356 0.418  0.23
H 1.250 1.267 -1.811  0.17
H 1.707 2.052 -0.263  0.22
H -0.089 3.003 -1.345  0.35
N -0.303 2.095 -0.767  -0.59
N 3.596 -2.904 2.370  -0.31
F -3.084 2.840 -0.736  -0.38

Values from the calculation:
Kohn-Sham gap   9.98 eV
E_HOMO   -0.34915 hartree
E   -635.086490 Ha
SMILES   N#Cc1ccc2c(c1)CN[C@H](CF)C2
Lowest unoccupied orbital energy   0.48 eV
Energy relative to the best compared isomer or geometry (same formula, charge and spin)   1.459 eV

***

No. 3
DFT (wB97M-V/def2-TZVPD) results for a structure of composition C11H11IN2O5Pt.

Last column: natural (NBO) charge in e.
CARTESIAN COORDINATES (ANGSTROEM)
Pt 1.075 0.731 0.832  1.25
O 2.601 1.073 -2.966  -0.35
C 2.040 0.713 -2.008  0.86
O 2.262 0.835 -0.775  -0.65
C 0.659 -0.209 -2.466  -0.33
C 0.587 -1.403 -1.494  0.10
C -0.456 -2.362 -2.067  -0.44
C -1.759 -1.581 -1.839  -0.42
C -1.264 -0.309 -1.125  0.07
O -0.125 -0.799 -0.367  -0.55
C -0.580 0.504 -2.223  -0.12
C -0.290 2.176 -1.498  0.89
O -0.328 2.872 -2.432  -0.32
O -0.139 2.187 -0.299  -0.58
H 0.821 -0.456 -3.510  0.32
H 1.529 -1.830 -1.166  0.26
H -0.430 -3.282 -1.483  0.28
H -0.265 -2.615 -3.108  0.26
H -2.442 -2.102 -1.169  0.28
H -2.298 -1.350 -2.756  0.26
H -1.964 0.204 -0.475  0.27
H -1.157 0.716 -3.116  0.30
I -0.182 2.453 6.503  0.34
C 0.102 1.313 4.827  -0.30
C 0.165 -0.073 4.752  0.04
N 0.351 -0.422 3.478  -0.31
N 0.458 0.689 2.701  -0.38
C 0.269 1.745 3.518  0.00
H 0.079 -0.820 5.525  0.27
H 0.420 -1.351 3.085  0.44
H 0.262 2.749 3.123  0.26

Values from the calculation:
Kohn-Sham gap (spin up / spin down)   3.34 / 3.34 eV
Total charge   +2
E_HOMO (spin up / spin down)   -0.54151 / -0.54150 hartree
E   -1327.659755 Ha
Lowest unoccupied orbital energy (spin up / spin down)   -11.39 / -11.39 eV
Energy relative to the best compared isomer or geometry (same formula, charge and spin)   3.636 eV